[1]
Below is a single C6H10O molecule, with properties calculated with the ωB97M-V functional and the def2-TZVPD basis.

Calculated values
gap between HOMO and LUMO = 10.032 eV
SMILES = C[C@H]1CC=CCO1
E_tot = -8430.248 eV

```
! RIJCOSX wB97M-V def2-TZVPD def2/J DEFGRID3
* xyz 0 1
C 1.2498 -1.6470 -0.0182
C -0.1707 -1.1165 0.0291
C -0.3664 -0.1424 1.1879
C -1.2938 0.9946 0.8989
C -1.0193 1.6343 -0.2292
C -0.3254 0.8829 -1.3302
O -0.4957 -0.5240 -1.2230
H 1.5116 -2.1420 0.9187
H 1.9444 -0.8165 -0.1790
H 1.3724 -2.3634 -0.8340
H -0.8732 -1.9523 0.1106
H 0.5817 0.3854 1.3248
H -0.5556 -0.6444 2.1301
H -1.9476 1.4017 1.6596
H -1.1503 2.6989 -0.3504
H -0.7976 1.1302 -2.2960
H 0.7453 1.1533 -1.4368
*
```

Atomic partial charges in e from the Löwdin method, atoms 1 to 4: -0.05, -0.39, -0.15, -0.09

[2]
Below is 3 unconnected molecules or ions with the total composition C16H43BBr2N6O4P2, with properties calculated with the ωB97M-V functional and the def2-TZVPD basis.

Calculated values
gap between HOMO and LUMO = 7.705 eV
SMILES = CN(C)P(=O)(N(C)C)N(C)C.CN(C)P(=O)(N(C)C)N(C)C.C/C(Br)=C(\Br)BCOO
E_tot = -193750.949 eV

```
! RIJCOSX wB97M-V def2-TZVPD def2/J DEFGRID3
* xyz 0 1
C -3.1359 1.1131 3.1132
N -4.3098 0.3133 2.8507
C -4.3680 -0.1286 1.4675
P -5.7316 0.0000 3.7861
O -5.6719 -1.5103 3.7462
N -5.6110 0.1454 5.5044
C -4.6274 0.9010 6.2677
C -6.0072 -1.0443 6.2641
N -6.4092 1.6077 3.6431
C -7.4117 1.7275 2.5821
C -5.7452 2.8708 3.8449
H -3.1458 2.0647 2.5599
H -2.2326 0.5736 2.8074
H -2.9979 1.3462 4.1654
H -4.8805 0.6053 0.8274
H -4.8960 -1.0779 1.3798
H -3.3687 -0.2912 1.0630
H -3.6110 0.7993 5.8791
H -4.5745 0.5493 7.2976
H -4.8945 1.9563 6.3636
H -5.1866 -1.7686 6.3392
H -6.8581 -1.5426 5.8101
H -6.3070 -0.7596 7.2742
H -6.9477 1.8840 1.5971
H -8.0887 2.5634 2.7762
H -8.0297 0.8264 2.5333
H -5.4131 3.3095 2.8927
H -4.8748 2.8249 4.4897
H -6.4498 3.5682 4.3084
C 7.8218 -0.2578 -1.9047
N 6.9631 -0.7062 -2.9757
C 7.5492 -1.8121 -3.7163
P 5.5257 -0.0302 -3.6652
O 4.6400 -1.2466 -3.5161
N 4.5731 1.0151 -2.6711
C 4.9984 1.7617 -1.4951
C 3.1712 0.6207 -2.5176
N 6.3089 1.3300 -4.4390
C 6.6068 1.1053 -5.8554
C 7.2662 2.2442 -3.8682
H 8.7619 0.1770 -2.2762
H 8.0914 -1.0987 -1.2563
H 7.3544 0.4766 -1.2549
H 8.1842 -1.4599 -4.5426
H 6.7733 -2.4547 -4.1366
H 8.1579 -2.4432 -3.0662
H 5.6445 1.1839 -0.8294
H 4.1445 2.0500 -0.8827
H 5.4704 2.7129 -1.7526
H 3.0556 -0.1306 -1.7274
H 2.7691 0.2112 -3.4395
H 2.5537 1.4832 -2.2606
H 7.5438 0.5456 -5.9922
H 6.6954 2.0536 -6.3915
H 5.7976 0.5469 -6.3347
H 8.2977 1.9594 -4.1213
H 7.2201 2.3293 -2.7883
H 7.0840 3.2432 -4.2756
C 1.3094 -2.7731 -1.4850
C -0.1740 -2.7804 -1.3069
Br -1.0618 -4.3897 -1.8515
C -0.9252 -1.8119 -0.8008
Br -0.1691 -0.1599 -0.2142
B -2.4821 -2.0499 -0.6595
C -3.5259 -1.9110 -1.8373
O -4.8504 -1.9252 -1.2765
O -5.0293 -3.2818 -0.8868
H 1.6090 -3.1529 -2.4589
H 1.7360 -1.7943 -1.3168
H 1.7222 -3.4664 -0.7478
H -2.8675 -2.3710 0.4159
H -3.4238 -0.9653 -2.3703
H -3.4653 -2.7386 -2.5454
H -5.6398 -3.2650 -0.1397
*
```

Atomic partial charges in e from the Löwdin method, atoms 1 to 4: -0.13, -0.31, -0.13, 0.76

[3]
Below is a gas-phase ion, C3H5N4O (charge +1), with properties calculated with the ωB97M-V functional and the def2-TZVPD basis.

Calculated values
gap between HOMO and LUMO = 9.087 eV
SMILES = N#[N+]/N=C\C([NH3+])=C/[O-]
E_tot = -11189.147 eV

```
! RIJCOSX wB97M-V def2-TZVPD def2/J DEFGRID3
* xyz 1 1
N 0.6474 -1.4883 -3.3372
N 0.7920 -0.8013 -2.4770
N 1.2154 0.0266 -1.6940
C 0.8472 0.4848 -0.4926
C -0.0792 0.0873 0.4321
N -0.1779 0.8704 1.7340
C -1.1567 -0.9364 0.0933
O -1.2421 -1.3585 -1.0687
H 1.6212 1.1816 -0.3285
H 0.6285 1.4631 1.9142
H -0.1390 0.1724 2.4833
H -0.9731 1.4609 1.8480
H -1.9839 -1.1626 0.8930
*
```

Atomic partial charges in e from the Löwdin method, atoms 1 to 4: 0.33, -0.13, 0.10, -0.05

[4]
Below is 2 unconnected molecules or ions with the total composition C4H4BrNO, with properties calculated with the ωB97M-V functional and the def2-TZVPD basis.

Calculated values
gap between HOMO and LUMO (alpha / beta) = 7.074 / 6.875 eV
E_tot = -77788.574 eV

```
! RIJCOSX wB97M-V def2-TZVPD def2/J DEFGRID3
* xyz 0 1
C -1.4832 -1.5803 0.2762
C 0.2154 0.6252 -0.1230
C -0.8610 -0.4090 -0.1353
C 1.7132 0.3983 0.0266
N -1.9316 -2.6239 0.5145
O -0.4022 0.0308 -1.2869
Br -3.2374 1.1036 0.2653
H -0.1691 1.6001 0.1810
H 2.1086 -0.6500 -0.2341
H 1.9740 0.4020 1.1149
H 2.0732 1.1031 -0.5991
*
```

Atomic partial charges in e from the Löwdin method, atoms 1 to 4: -0.19, -0.21, -0.28, -0.01